A 12-piece molecular cluster, C46H122N6O18 overall at a distorted geometry. Source: the Open Molecules 2025 dataset; level of theory: ωB97M-V/def2-TZVPD.

Last column: Mulliken charge in e.
Positions of all 192 atoms, in Å:
C -0.56369 1.82282 -3.82146  -0.271
O 0.71443 1.47494 -3.34723  0.723
C 1.70407 2.45870 -3.71199  -0.728
C 2.41375 2.11495 -5.03908  -0.188
N 3.57398 2.97845 -5.23700  -0.315
C 4.50912 2.61591 -6.34637  -0.705
C 4.09404 3.00465 -7.77051  -0.561
O 2.91286 2.30385 -8.22996  -0.207
C 2.65695 2.39298 -9.59718  -0.840
H -0.51739 2.10149 -4.88902  0.400
H -1.03062 2.62025 -3.24923  -0.020
H -1.16896 0.89887 -3.79178  -0.364
H 2.46161 2.41529 -2.82854  0.063
H 1.31166 3.50667 -3.64641  0.383
H 1.79427 2.22164 -5.97664  0.190
H 2.74161 1.03096 -5.03078  0.147
H 4.21624 3.01893 -4.45123  0.292
H 4.69736 1.52864 -6.36830  0.332
H 5.48146 3.10282 -6.11783  0.431
H 4.90089 2.72099 -8.47570  0.395
H 3.90739 4.11439 -7.73313  0.292
H 1.72121 1.98424 -9.79673  0.243
H 3.40967 1.83862 -10.18042  0.307
H 2.79722 3.38966 -9.95065  0.349
C 3.97580 1.78453 3.37037  -0.707
O 3.16355 1.83077 4.50350  -0.425
C 2.82056 0.61518 5.14172  0.052
C 2.25861 0.91987 6.46944  -0.419
N 3.17223 1.57824 7.36637  -0.069
C 4.16198 0.77934 8.07047  -0.549
C 3.50485 0.05493 9.24118  -0.302
O 3.13578 0.91981 10.26106  -0.354
C 2.36479 0.17141 11.18785  -0.814
H 5.00707 1.48241 3.56836  0.350
H 4.05232 2.78988 3.00764  0.385
H 3.59368 1.20525 2.55978  0.059
H 3.75543 -0.04932 5.13387  0.299
H 2.09432 0.12650 4.52417  -0.091
H 1.90230 0.00029 6.92380  -0.090
H 1.33684 1.53329 6.41631  0.071
H 3.69367 2.25665 6.79439  0.412
H 4.96522 1.43113 8.43512  0.428
H 4.60152 -0.05040 7.48762  0.257
H 4.21285 -0.78311 9.65821  0.291
H 2.62912 -0.51666 8.88741  0.238
H 2.89799 -0.66518 11.59340  0.352
H 1.45041 -0.23757 10.67483  0.293
H 2.07401 0.80535 12.06332  0.224
C -0.00316 1.98516 9.14014  -0.438
O -0.87724 0.89652 8.83367  -0.324
C -1.79933 1.32943 7.87531  -0.732
C -2.20200 0.10648 7.03758  -0.724
N -1.11559 -0.38450 6.23509  0.456
C -1.45056 -1.61894 5.57811  -1.140
C -0.34611 -2.13066 4.62615  0.415
O 0.76993 -2.45203 5.47184  -0.439
C 1.89064 -2.86665 4.60817  -0.565
H 0.46206 2.37960 8.24958  0.254
H 0.76852 1.64508 9.82779  0.022
H -0.61991 2.72580 9.56634  0.411
H -1.38617 2.12554 7.24833  0.385
H -2.67488 1.77608 8.35808  0.442
H -3.01758 0.46078 6.38536  0.395
H -2.67246 -0.57241 7.78716  0.283
H -0.27281 -0.51188 6.76509  -0.122
H -2.28055 -1.39921 4.86005  0.373
H -1.79721 -2.41565 6.28949  0.330
H -0.03032 -1.42002 3.83648  -0.318
H -0.75504 -3.01430 4.15109  0.486
H 2.04511 -2.22740 3.72844  0.043
H 1.75862 -3.93568 4.25571  0.276
H 2.79126 -2.81624 5.20365  0.398
C -1.02371 -3.20769 -2.42518  -0.494
O -2.23257 -2.57740 -2.88471  1.080
C -3.30136 -3.48161 -3.02904  -0.623
C -4.37298 -2.75652 -3.86379  -1.300
N -3.95571 -2.12979 -5.10235  -0.074
C -3.48915 -2.98171 -6.14750  -0.423
C -3.22117 -2.07383 -7.33436  -0.881
O -2.09419 -1.27953 -6.91223  -0.113
C -1.79838 -0.25000 -7.86192  -0.809
H -0.77309 -4.03044 -3.13869  0.424
H -1.18653 -3.67622 -1.46966  0.773
H -0.28189 -2.41810 -2.32108  -1.074
H -3.71846 -3.84118 -2.09837  0.430
H -3.04393 -4.43303 -3.58951  0.363
H -4.79433 -1.92778 -3.27607  0.264
H -5.17476 -3.48817 -4.00501  0.482
H -3.14359 -1.51835 -4.85583  -0.059
H -4.22372 -3.72525 -6.38515  0.514
H -2.57310 -3.52949 -5.91849  0.136
H -4.05970 -1.43572 -7.59247  0.433
H -2.84444 -2.61983 -8.20642  0.480
H -0.86676 0.19409 -7.57950  0.140
H -2.65858 0.42617 -8.09721  0.288
H -1.51777 -0.83317 -8.75535  0.388
C 3.83229 -6.27572 1.34522  -0.857
O 2.54506 -5.69496 1.51563  -0.402
C 2.29478 -4.61827 0.64680  -1.170
C 0.80649 -4.36226 0.41974  0.121
N 0.00476 -5.41130 -0.14128  -0.136
C 0.62201 -6.05237 -1.27383  -0.019
C -0.25174 -7.12760 -1.90226  -0.882
O -0.27220 -8.21189 -0.95554  -0.328
C -0.47148 -9.44020 -1.61612  -0.772
H 3.71558 -7.25708 1.83882  0.302
H 4.69674 -5.70891 1.72924  0.268
H 3.97829 -6.52516 0.32621  0.374
H 2.74940 -4.85669 -0.31854  0.539
H 2.75099 -3.71714 1.04940  0.675
H 0.78660 -3.47424 -0.26709  -0.433
H 0.38668 -4.00532 1.35011  0.523
H -0.23435 -6.13459 0.54262  0.385
H 1.62622 -6.52315 -1.01037  0.094
H 0.81167 -5.25047 -2.03337  0.266
H 0.00537 -7.51171 -2.85814  0.592
H -1.29506 -6.77814 -1.96619  0.243
H 0.43628 -9.71910 -2.16696  0.331
H -1.29762 -9.45026 -2.38942  0.290
H -0.72998 -10.16227 -0.80830  0.219
C -4.86641 7.82024 -2.54893  -0.739
O -3.51099 7.31181 -2.42973  -0.320
C -3.07443 7.12225 -1.11669  -0.870
C -2.00006 6.08934 -1.04978  -0.659
N -2.23291 4.75049 -1.74068  -0.472
C -3.48028 4.19799 -1.28512  -1.099
C -3.75765 2.86381 -1.90994  -0.070
O -3.61967 2.96297 -3.36073  -0.447
C -4.11566 1.82062 -4.02247  -0.361
H -4.78309 8.86787 -2.18296  0.317
H -5.60480 7.31631 -1.90987  0.316
H -5.07111 7.77804 -3.59018  0.238
H -3.94225 6.80132 -0.53263  0.419
H -2.69140 8.03958 -0.67434  0.469
H -1.73203 5.89745 -0.02522  0.209
H -1.13607 6.48864 -1.53023  0.489
H -2.28951 4.89189 -2.73647  0.377
H -4.30749 4.92144 -1.40925  0.429
H -3.46992 4.03832 -0.21411  0.538
H -4.69544 2.45329 -1.56380  0.682
H -3.06095 2.10094 -1.54305  -0.121
H -5.22172 1.83341 -4.06361  0.413
H -3.60657 0.97408 -3.55537  -0.155
H -3.80471 1.84149 -5.06978  0.221
C 0.74698 4.55595 1.04388  -1.586
C 0.64621 3.23543 0.26728  0.708
O -0.65830 2.99367 -0.22606  0.521
H 1.66068 4.62947 1.65011  0.410
H -0.13764 4.66302 1.70091  0.291
H 0.76393 5.44275 0.45027  0.397
H 0.92257 2.43020 0.96050  -0.015
H 1.43075 3.25946 -0.48964  -0.069
H -0.99344 3.81703 -0.66354  -0.207
C 4.58621 0.09800 -1.13142  -0.595
C 4.80513 -0.63667 0.19685  -0.578
O 3.72507 -0.62285 1.05602  -0.245
H 3.57763 -0.17187 -1.52110  -0.074
H 5.23283 -0.12147 -1.99631  0.481
H 4.67312 1.15023 -0.84746  0.227
H 5.63602 -0.20053 0.73592  0.412
H 5.12462 -1.66997 -0.00263  0.288
H 3.05007 -1.16322 0.60664  -0.013
C -3.36306 1.56114 3.58971  -1.513
C -3.34929 1.83434 2.08889  0.730
O -2.88835 3.16919 1.76983  -0.656
H -3.87941 2.26547 4.19585  0.360
H -2.44388 1.35163 4.02777  0.386
H -3.95211 0.59921 3.63357  0.321
H -4.39268 1.77632 1.72065  0.268
H -2.77696 1.10240 1.55152  -0.259
H -2.09514 3.13535 1.17644  0.125
C 0.19162 -0.10681 1.09433  -0.709
C 0.67172 -0.28423 -0.29400  0.591
O 1.41295 -1.49697 -0.48695  -0.037
H -0.63588 0.66593 1.12835  -0.367
H 1.00786 0.13467 1.80089  -0.020
H -0.26440 -1.05654 1.46702  0.349
H 1.31251 0.56843 -0.56253  -0.039
H -0.17402 -0.27857 -0.98159  0.092
H 1.62831 -1.50230 -1.42493  -0.072
C -4.20190 -1.42946 -0.31357  -0.795
O -3.78954 -0.56614 -1.29027  -0.264
H -4.89555 -2.20547 -0.62427  0.291
H -3.39264 -1.95657 0.22264  0.262
H -4.72177 -0.76067 0.39029  0.276
H -3.19293 -0.95209 -1.93169  0.001
C 0.74790 -1.56868 -4.44478  -0.377
O 1.53649 -1.15996 -3.38317  -0.592
H 0.82362 -0.80298 -5.27646  0.116
H 1.12623 -2.51535 -4.76910  0.550
H -0.30719 -1.63007 -4.15317  -0.193
H 1.64399 -0.20837 -3.52474  0.053

Its HOMO-LUMO gap is 0.3307 Eh. Its SMILES is COCCNCCOC.COCCNCCOC.COCCNCCOC.COCCNCCOC.COCCNCCOC.COCCNCCOC.CCO.CCO.CCO.CCO.CO.CO. The value obtained for the largest force on an atom is 3.12 eV/A. Its energy above the lowest of the compared OMol25 structures with the same formula, charge and spin is 0.0 kcal/mol. The total energy comes out at -95465.010 eV. Its highest occupied orbital energy is -8.40 eV.